ORCA calculation (wB97M-V/def2-TZVPD) on a cluster of 14 separate species, C82H180N14O18 in total.

maximum force	3.292	eV/A
lowest unoccupied orbital energy	-2.5	eV
total charge	+2
energy	-5351.92415	Eh
highest occupied orbital energy	-0.4030	Ha

CARTESIAN COORDINATES (ANGSTROEM)
1 C 6.53325 -2.33980 -2.02140
2 C 5.78124 -1.57813 -0.88795
3 C 6.84871 -1.20144 0.13569
4 N 6.29979 -0.54254 1.38769
5 C 5.85444 0.85443 1.03184
6 C 5.08586 -1.26294 1.97173
7 C 5.01959 -0.99167 3.46530
8 C 6.37015 -0.34391 3.76532
9 C 7.28161 -0.50471 2.55665
10 H 7.20520 -1.65304 -2.58801
11 H 5.95279 -2.90954 -2.76144
12 H 7.15315 -3.09370 -1.56535
13 H 4.92779 -2.14380 -0.45939
14 H 5.39486 -0.59424 -1.19959
15 H 7.59891 -0.47039 -0.29879
16 H 7.42444 -2.05932 0.43392
17 H 5.18803 0.76224 0.14212
18 H 6.71040 1.35327 0.57954
19 H 5.45864 1.38737 1.88177
20 H 4.21193 -0.97260 1.43384
21 H 5.27973 -2.32492 1.80041
22 H 4.21733 -0.31866 3.74081
23 H 4.91872 -1.91788 4.02163
24 H 6.22416 0.69352 3.95029
25 H 6.78855 -0.74151 4.68194
26 H 7.96398 0.32809 2.41579
27 H 7.81816 -1.47343 2.54071
28 C -3.15887 1.12498 1.96297
29 C -1.72577 0.99854 1.44060
30 C -1.46605 1.99721 0.37299
31 N -0.02911 2.14292 -0.19563
32 C 0.10412 3.59210 -0.56208
33 C 0.10263 1.30029 -1.40127
34 C 1.56454 1.24586 -1.67421
35 C 2.19235 1.12568 -0.25260
36 C 1.17780 1.68982 0.68109
37 H -3.85704 0.74222 1.20656
38 H -3.36744 2.16141 2.21875
39 H -3.29999 0.58513 2.85502
40 H -1.47563 -0.02744 1.11046
41 H -1.15577 1.21477 2.34104
42 H -1.72629 2.98433 0.79203
43 H -2.14526 1.83063 -0.46286
44 H -0.78230 3.89624 -1.11985
45 H 0.98949 3.79044 -1.13827
46 H 0.05571 4.15891 0.41641
47 H -0.62854 1.64931 -2.18423
48 H -0.16012 0.33239 -1.02629
49 H 2.02732 2.15824 -2.13904
50 H 1.85495 0.46897 -2.35907
51 H 3.12113 1.63999 -0.17938
52 H 2.35180 0.12115 0.09390
53 H 1.48933 2.45912 1.39674
54 H 0.76863 0.94922 1.38602
55 C -6.45127 5.17963 -4.17710
56 C -7.78989 4.53546 -3.83357
57 C -7.86258 3.04111 -3.91230
58 C -6.72933 2.54231 -3.07670
59 N -7.02780 1.25830 -2.34002
60 C -7.82478 0.21962 -3.19469
61 C -8.97975 -0.20728 -2.30688
62 C -9.28775 0.95316 -1.38698
63 C -7.94957 1.58135 -1.10006
64 C -5.69124 0.54591 -1.92090
65 C -4.60864 0.36138 -2.94130
66 C -3.70428 -0.61446 -2.15937
67 H -6.65898 6.21244 -4.07686
68 H -6.20323 5.07425 -5.19602
69 H -5.58624 4.98098 -3.55600
70 H -8.56486 4.97055 -4.46038
71 H -8.04751 4.83509 -2.81039
72 H -7.89358 2.79780 -4.96747
73 H -8.80207 2.67201 -3.44500
74 H -6.48767 3.23141 -2.26802
75 H -5.79979 2.37993 -3.65326
76 H -7.08082 -0.56807 -3.28789
77 H -8.08995 0.63774 -4.15257
78 H -8.62297 -1.05620 -1.76299
79 H -9.82072 -0.54206 -2.95207
80 H -9.79092 0.69425 -0.45945
81 H -9.98929 1.73354 -1.79774
82 H -7.46245 1.12543 -0.24727
83 H -7.98221 2.66891 -1.01433
84 H -6.09213 -0.36448 -1.41009
85 H -5.31007 1.24507 -1.17120
86 H -4.06504 1.30644 -3.04852
87 H -4.90921 -0.12441 -3.90381
88 H -2.75099 -0.80704 -2.58137
89 H -4.17595 -1.60019 -2.02686
90 H -3.52995 -0.19584 -1.14406
91 C -2.20292 -2.78230 1.33729
92 C -0.87509 -3.10058 2.16047
93 C -1.08811 -4.40636 2.95392
94 C 0.17373 -4.92618 3.67021
95 N 0.15828 -6.42069 4.04945
96 C 0.10177 -7.22656 2.69423
97 C -1.22560 -7.93126 2.67554
98 C -1.53130 -8.21464 4.15488
99 C -1.04712 -6.89951 4.80687
100 C 1.45683 -6.75348 4.85732
101 C 1.57145 -6.01937 6.17378
102 C 2.90210 -6.53696 6.80727
103 H -2.26043 -3.35365 0.39331
104 H -2.32357 -1.77877 0.98408
105 H -3.01428 -3.05205 1.97735
106 H -0.56896 -2.26670 2.75388
107 H -0.02370 -3.31262 1.51834
108 H -1.44428 -5.16936 2.22663
109 H -1.91263 -4.25149 3.65563
110 H 0.22080 -4.52412 4.66967
111 H 1.10793 -4.70982 3.13999
112 H 0.92570 -7.95130 2.81073
113 H 0.19731 -6.55464 1.85974
114 H -1.24821 -8.83396 2.10015
115 H -2.04386 -7.32259 2.37369
116 H -0.93964 -9.09257 4.43060
117 H -2.60521 -8.47286 4.40321
118 H -0.89108 -6.97444 5.85777
119 H -1.85177 -6.13033 4.67955
120 H 2.30145 -6.53516 4.26845
121 H 1.40266 -7.88316 4.95774
122 H 0.77642 -6.32028 6.86449
123 H 1.60776 -4.91993 6.08564
124 H 2.89236 -7.65746 6.85705
125 H 3.26819 -6.16872 7.73675
126 H 3.64070 -6.30721 6.04290
127 C -4.51038 5.93062 1.23840
128 C -3.55904 7.14144 1.43479
129 C -2.83809 7.45563 0.16773
130 C -1.58692 8.29139 0.35007
131 N -0.58793 8.31251 -0.77091
132 C -0.02014 6.86820 -0.92266
133 C 1.50394 7.04564 -0.74017
134 C 1.67072 8.25156 0.13135
135 C 0.62098 9.21346 -0.40281
136 C -1.13757 8.67513 -2.15413
137 C -1.90472 10.01013 -2.18159
138 C -2.35371 10.28253 -3.62459
139 H -5.40391 6.00109 1.87608
140 H -4.01123 4.97613 1.46939
141 H -4.86789 5.86000 0.17742
142 H -2.86908 7.04312 2.28101
143 H -4.21420 7.93778 1.73866
144 H -3.37354 7.95382 -0.63028
145 H -2.57713 6.46271 -0.31739
146 H -1.00777 8.01012 1.23654
147 H -1.78949 9.37010 0.46038
148 H -0.40882 6.51680 -1.86453
149 H -0.47216 6.29445 -0.16011
150 H 2.05591 7.18557 -1.66729
151 H 1.87457 6.21086 -0.15440
152 H 2.65808 8.67325 -0.04535
153 H 1.42517 7.99166 1.18232
154 H 1.00207 9.63073 -1.34430
155 H 0.25927 9.93802 0.32921
156 H -1.78295 7.84678 -2.44908
157 H -0.28009 8.64476 -2.79230
158 H -1.34957 10.84000 -1.71703
159 H -2.80661 9.87152 -1.61507
160 H -2.64414 11.35360 -3.65363
161 H -3.26038 9.74832 -3.92237
162 H -1.55376 10.13825 -4.40402
163 C 4.37292 1.46275 -8.90293
164 C 3.53152 2.13877 -7.84620
165 C 3.38112 1.39178 -6.49021
166 C 2.67475 -0.00396 -6.69998
167 N 2.28905 -0.65743 -5.39973
168 C 3.43831 -0.84190 -4.38965
169 C 4.01364 -2.22993 -4.64101
170 C 3.16795 -2.89107 -5.71766
171 C 1.86101 -2.08948 -5.59578
172 C 1.18477 0.22487 -4.80071
173 C 0.15462 0.84698 -5.72886
174 C -1.11371 1.28503 -4.94673
175 H 4.67645 2.18231 -9.65455
176 H 3.90246 0.70870 -9.49424
177 H 5.29443 1.01419 -8.47182
178 H 2.52559 2.41168 -8.17507
179 H 3.97683 3.11646 -7.65087
180 H 2.86140 2.02947 -5.76278
181 H 4.39345 1.24798 -6.10675
182 H 3.30414 -0.66114 -7.36997
183 H 1.77443 0.12459 -7.31927
184 H 2.92409 -0.76041 -3.42807
185 H 4.12451 0.01975 -4.36219
186 H 3.92481 -2.81047 -3.69681
187 H 5.05815 -2.13958 -4.95282
188 H 3.06326 -3.93598 -5.57964
189 H 3.64427 -2.77129 -6.74053
190 H 1.25672 -2.40886 -4.71590
191 H 1.19409 -2.12664 -6.47275
192 H 1.70601 1.12205 -4.31689
193 H 0.73429 -0.42181 -4.06774
194 H -0.21215 0.16861 -6.50339
195 H 0.58295 1.70056 -6.31807
196 H -1.35598 0.44577 -4.30337
197 H -2.00850 1.51690 -5.55323
198 H -0.92685 2.15474 -4.27059
199 C 1.35886 -2.13228 7.67464
200 C 0.33519 -1.36861 6.86728
201 C 0.44139 0.16105 7.26713
202 C -0.68200 0.90203 6.65836
203 N -0.81522 2.31000 7.25598
204 C -1.65210 2.06813 8.48595
205 C -3.05952 1.87473 7.96836
206 C -3.03209 2.56332 6.53705
207 C -1.64635 3.19395 6.38176
208 C 0.59466 3.00807 7.37893
209 C 0.47271 4.48887 7.89127
210 C 1.77474 5.27695 7.94266
211 H 2.36617 -1.89846 7.27401
212 H 1.12845 -3.18606 7.58161
213 H 1.28214 -1.89202 8.77186
214 H -0.70211 -1.73320 7.05663
215 H 0.55464 -1.48335 5.83091
216 H 1.30735 0.64204 6.91900
217 H 0.33300 0.20211 8.34629
218 H -1.70824 0.43376 6.85806
219 H -0.45720 0.98890 5.58798
220 H -1.55396 2.88081 9.18493
221 H -1.31401 1.20133 9.01095
222 H -3.70602 2.44055 8.60318
223 H -3.33245 0.80734 7.91535
224 H -3.87979 3.23718 6.51017
225 H -3.29237 1.88408 5.77023
226 H -1.66290 4.22397 6.74303
227 H -1.28128 3.21548 5.37444
228 H 0.92906 2.97738 6.33695
229 H 1.27051 2.40478 7.96829
230 H -0.06756 4.64898 8.83073
231 H -0.00960 5.01687 7.05720
232 H 1.65014 6.21703 8.45091
233 H 2.31888 5.28982 7.01282
234 H 2.42018 4.66930 8.59076
235 C -0.29193 -6.52243 -6.86303
236 C 0.53188 -7.44631 -5.95926
237 C 1.10175 -6.62212 -4.74190
238 C 1.73593 -7.46256 -3.64302
239 N 1.95629 -6.68180 -2.24851
240 C 2.66720 -5.30495 -2.45486
241 C 4.10466 -5.75009 -2.59699
242 C 4.26284 -6.68943 -1.38517
243 C 2.93812 -7.37616 -1.32370
244 C 0.61104 -6.40543 -1.63846
245 C -0.10664 -7.53280 -1.02848
246 C -1.60527 -7.45649 -1.28137
247 H 0.15398 -5.53901 -6.98404
248 H -1.29627 -6.40895 -6.39728
249 H -0.41195 -6.94078 -7.85503
250 H 1.31281 -7.98947 -6.52206
251 H -0.11431 -8.19865 -5.50669
252 H 0.33564 -5.94911 -4.26855
253 H 1.89424 -5.97124 -5.17063
254 H 2.68232 -7.89082 -3.95998
255 H 1.08197 -8.27476 -3.30914
256 H 2.43956 -4.89155 -1.46983
257 H 2.20252 -4.73895 -3.24439
258 H 4.73256 -4.85758 -2.46491
259 H 4.21444 -6.19989 -3.60096
260 H 4.28095 -6.03328 -0.48817
261 H 5.08507 -7.39954 -1.43676
262 H 2.50350 -7.29508 -0.33942
263 H 2.89246 -8.38486 -1.61920
264 H -0.01785 -5.90757 -2.41722
265 H 0.87954 -5.71348 -0.79519
266 H 0.06670 -7.55246 0.07581
267 H 0.22476 -8.49144 -1.50278
268 H -2.17010 -8.29136 -0.77816
269 H -1.79641 -7.42396 -2.34688
270 H -2.00930 -6.57342 -0.76690
271 N 5.89735 1.17524 -2.63224
272 O 4.62016 1.37994 -2.57313
273 O 6.57593 1.27003 -1.59688
274 O 6.35061 0.95042 -3.80691
275 N 2.09665 1.06565 3.98189
276 O 3.13600 1.33862 3.38458
277 O 1.20136 1.90559 3.89354
278 O 1.96238 0.02609 4.64639
279 N 0.01840 -3.14488 -2.33281
280 O 0.01912 -3.72651 -3.42149
281 O 0.69662 -2.13674 -2.12160
282 O -0.66030 -3.60437 -1.39296
283 N -3.76037 3.93088 -1.60637
284 O -4.58848 3.51436 -0.78251
285 O -2.80669 3.07386 -1.99442
286 O -3.72725 5.14476 -1.96832
287 N 2.77728 -4.60036 1.37849
288 O 1.84461 -5.38958 1.07984
289 O 3.65195 -4.34548 0.56360
290 O 2.70927 -4.01107 2.49356
291 N -0.82638 5.00632 3.06128
292 O -0.56238 5.70277 2.05610
293 O -1.24811 3.86971 2.84542
294 O -0.72539 5.47990 4.20980

Cartesian forces, eV/Å:
C 0.04 0.66 -0.26
C 0.00 0.45 -0.44
C 0.60 0.85 0.10
N -0.70 0.52 0.44
C 0.48 -0.40 -1.49
C 0.71 -1.21 0.02
C 0.62 0.05 -0.18
C 0.30 -0.17 0.44
C -0.48 -0.77 -0.42
H -0.52 -0.38 0.42
H -0.29 0.58 0.37
H 0.44 -0.33 0.28
H 0.74 0.03 -0.16
H -0.19 -0.79 -0.45
H -1.04 -0.76 0.33
H 0.07 -0.55 0.45
H 0.06 0.24 1.22
H 0.06 0.16 0.50
H -0.34 -0.12 0.20
H -0.52 0.22 -0.44
H -0.22 0.06 -0.11
H -0.04 -0.13 -0.11
H -0.13 -0.19 -0.14
H -0.11 0.99 0.15
H 0.39 -0.13 0.01
H 0.14 -0.10 -0.10
H -0.22 0.55 0.04
C 0.02 0.31 -1.75
C 0.53 -0.84 1.18
C -0.05 1.18 0.20
N -0.32 0.83 0.52
C -0.84 0.64 1.74
C -0.80 0.21 -0.51
C 1.91 1.06 -0.11
C -0.34 -0.22 -0.67
C -2.04 0.33 1.60
H -0.20 0.32 0.22
H -0.12 0.17 -0.29
H -0.05 -0.99 1.08
H -0.21 0.39 0.21
H 0.71 0.03 -0.12
H 0.27 -0.38 -0.22
H 0.41 0.08 -0.21
H 0.00 -0.29 -0.21
H 0.50 -0.09 -0.01
H 0.39 -0.48 -1.06
H 0.93 -0.32 0.79
H -0.53 -0.95 -0.25
H -0.76 -0.53 0.32
H -0.09 -0.49 0.32
H 0.69 0.42 -0.17
H 0.23 -0.73 -0.42
H -0.09 0.34 -0.63
H 0.08 -0.01 -0.57
C -0.68 0.03 0.49
C -0.35 0.82 0.58
C -0.92 0.19 0.63
C 1.29 -1.16 0.02
N -0.49 -0.70 -0.53
C 1.23 0.59 1.18
C -0.73 -0.16 -1.31
C -1.13 1.28 -0.12
C 1.10 -0.12 -1.02
C -2.34 1.37 1.19
C 0.34 -1.26 0.08
C -0.46 -0.04 0.96
H 0.12 1.34 0.20
H 0.43 -0.52 -1.34
H -0.04 -0.37 0.24
H -0.03 0.10 -0.15
H 0.01 0.02 0.00
H 0.38 -0.73 -0.12
H 0.29 0.42 -0.49
H 0.13 0.17 -0.22
H -0.53 0.12 0.23
H -0.43 -0.21 -0.62
H -0.05 0.14 -0.10
H -0.09 -0.60 0.65
H 0.37 0.23 0.63
H 0.15 -0.45 0.11
H 0.75 -0.90 -0.17
H 0.15 0.09 0.20
H 0.12 -0.25 0.23
H 0.71 0.45 -0.52
H 0.16 -0.26 0.17
H -0.15 -0.19 -0.39
H 0.09 0.69 0.66
H 0.93 0.05 -0.65
H -0.01 0.31 -0.05
H 0.01 -0.28 -0.51
C 1.67 -1.13 -0.17
C -0.77 -0.82 -1.38
C -0.07 -0.43 -0.26
C -0.85 -0.15 1.12
N 0.57 -0.39 -1.45
C 0.29 -0.47 1.34
C -0.72 -0.38 1.49
C 0.01 -0.23 0.11
C -1.76 0.45 -0.70
C -2.25 -1.17 -0.12
C 0.56 -0.58 1.56
C -0.22 -1.25 -1.95
H 0.19 -0.19 0.63
H 0.17 0.74 0.30
H -0.88 -0.01 0.31
H -0.02 0.52 0.78
H -0.05 0.24 -0.51
H 0.18 0.44 0.29
H 0.05 -0.12 0.11
H 0.08 0.92 0.11
H -0.34 -0.26 0.13
H -0.25 0.37 -0.60
H 0.66 0.24 0.09
H 0.23 -0.44 -0.48
H -0.41 0.84 -0.89
H 0.08 0.20 0.48
H 1.20 0.56 -0.40
H 0.54 -0.04 0.65
H 0.72 -0.63 -0.01
H 0.83 0.43 -1.18
H 0.12 1.31 0.27
H -0.14 0.37 -0.22
H -0.06 -0.58 -0.13
H -0.13 0.89 0.13
H -0.32 0.62 0.72
H 0.55 0.02 0.16
C 0.04 -0.28 -0.37
C -1.31 -0.31 0.60
C 1.87 -1.15 -1.77
C 0.51 1.51 0.65
N 0.63 -1.13 -0.96
C 0.82 1.80 -0.35
C -0.69 -1.04 0.11
C -0.83 0.59 0.48
C -0.61 -0.77 -0.21
C -0.81 0.51 1.55
C 0.46 -1.05 -0.66
C 0.41 1.46 -0.51
H 0.33 0.03 -0.07
H -0.09 0.30 -0.15
H 0.38 0.16 0.95
H 0.03 -0.44 -0.30
H -0.17 0.85 -0.02
H -0.99 0.03 0.12
H -0.02 1.00 0.58
H -0.15 -0.26 -0.11
H -0.52 -0.38 0.26
H 0.42 -0.34 -0.36
H -0.18 -0.62 1.02
H -0.11 -0.30 -0.16
H 0.28 -0.44 -0.48
H 0.06 0.06 0.70
H 0.60 0.27 -0.48
H -0.42 0.30 0.36
H 0.23 0.18 -0.41
H -0.19 0.16 0.03
H 0.54 0.23 -0.52
H 0.02 -0.29 -0.41
H -0.40 0.06 0.54
H 0.19 -0.53 -0.27
H 0.33 -0.28 0.17
H -0.72 0.05 0.85
C 0.95 -0.04 0.11
C -0.63 0.34 0.93
C 0.23 -0.72 -0.89
C 1.29 0.67 -1.09
N 0.02 0.45 -0.46
C -0.67 0.97 0.36
C 0.61 -0.10 0.64
C 0.13 1.77 -1.38
C -1.04 -0.46 -0.55
C 1.09 1.27 0.39
C -0.78 0.63 -1.24
C 0.58 0.48 0.61
H 0.24 0.30 0.01
H -0.69 -0.80 -0.07
H -0.49 0.35 -0.18
H -0.06 -0.26 -0.44
H 0.15 -0.10 0.29
H 0.00 -0.25 -0.28
H -0.08 -0.17 0.21
H -0.30 0.46 1.28
H 0.09 -0.02 0.55
H 0.13 -0.43 -0.08
H -0.12 -0.41 -0.47
H 0.30 0.37 -0.59
H -0.09 -0.21 0.30
H -0.42 -0.97 0.27
H -0.62 -0.01 1.11
H 0.55 0.25 -0.38
H 0.31 -0.06 0.22
H -0.54 -1.63 -0.36
H -0.27 -0.04 0.54
H 0.18 -0.35 0.10
H -0.26 -0.60 0.70
H -0.38 -0.13 0.23
H 0.73 -0.11 0.01
H -0.12 -0.55 -0.59
C 0.05 0.10 0.65
C -0.20 1.53 1.22
C -1.75 -2.16 0.27
C -1.59 0.46 -0.71
N 1.42 0.33 0.20
C 0.46 0.35 0.07
C 0.37 0.40 -1.34
C -0.75 0.10 1.32
C -1.69 -0.38 0.41
C -1.12 0.73 0.39
C -0.29 0.31 -2.02
C 1.00 -2.37 1.45
H -0.45 -0.29 0.49
H 0.39 -0.43 0.00
H 0.27 -0.14 -1.03
H 0.61 0.29 0.01
H 0.02 0.03 -0.89
H 1.56 -0.08 -0.24
H 0.43 0.02 0.34
H 1.72 0.42 -0.66
H -0.40 0.22 0.05
H -0.01 0.61 -0.04
H 0.53 -0.54 0.16
H -0.75 -0.08 0.42
H -0.13 0.62 0.17
H 0.27 0.71 -0.07
H 0.22 -1.05 -0.85
H 0.16 -0.43 0.17
H 0.38 -0.13 -0.56
H 0.16 0.19 0.11
H -0.16 -0.15 0.34
H -0.06 -0.45 -0.25
H -0.66 -0.14 0.57
H -0.07 0.50 -0.31
H -0.20 0.52 -0.51
H 0.37 0.38 0.19
C -0.63 -0.37 0.58
C 0.20 0.45 1.15
C 0.34 0.60 -0.35
C -0.14 0.27 1.58
N -0.01 0.63 -2.37
C -0.66 -1.73 0.88
C 0.08 0.97 0.16
C -0.01 0.86 -0.26
C -1.80 -0.11 0.13
C 0.65 2.18 0.30
C -0.43 -2.43 0.46
C -0.69 -0.22 1.53
H 0.12 0.12 0.11
H 0.60 0.17 -0.47
H -0.14 -0.14 -0.14
H -0.12 0.41 0.40
H -0.14 -0.23 -0.29
H 0.49 -0.61 -0.88
H -0.46 -0.09 0.34
H 0.17 0.03 0.21
H 0.10 -0.02 -0.34
H 0.56 0.72 -0.29
H -0.17 0.09 -0.26
H 0.13 -0.39 -0.40
H 0.44 0.10 0.53
H 0.62 -0.55 -0.65
H 0.10 0.20 0.04
H -0.12 -0.02 0.33
H 0.36 -1.44 -0.27
H 0.74 -0.10 0.83
H -0.66 -0.14 -1.14
H 0.11 -0.36 -0.97
H -0.03 0.43 0.77
H 0.71 0.45 -0.81
H -0.34 0.03 -0.11
H 0.06 0.15 -0.57
N -1.81 0.95 -2.25
O 1.38 -0.45 0.65
O 0.19 -0.26 -1.40
O 0.17 -0.08 2.38
N -0.02 0.80 -0.16
O 1.65 -0.48 -0.66
O -1.91 0.37 0.61
O 0.00 -0.37 0.14
N -0.78 -0.44 1.99
O 0.24 -0.25 -1.34
O 0.80 1.05 -0.66
O -0.23 -0.14 -0.15
N 2.51 -0.51 -0.03
O -0.20 0.15 -0.75
O -2.38 2.28 0.02
O -0.07 -2.14 0.21
N -1.28 1.11 1.00
O 0.24 -0.53 -0.15
O 0.77 0.16 -0.16
O 0.86 -0.43 -0.82
N -0.39 0.66 -0.02
O 0.60 0.89 -0.35
O -0.28 -1.14 0.67
O 0.08 -0.38 -0.37